{"formula": "C5H75FN3O35", "method": "ωB97M-V/def2-TZVPD", "symbols": ["C", "C", "C", "N", "N", "C", "O", "N", "C", "O", "F", "H", "H", "H", "H", "H", "H", "H", "H", "H", "O", "H", "H", "O", "H", "H", "O", "H", "H", "O", "H", "H", "O", "H", "H", "O", "H", "H", "O", "H", "H", "O", "H", "H", "O", "H", "H", "O", "H", "H", "O", "H", "H", "O", "H", "H", "O", "H", "H", "O", "H", "H", "O", "H", "H", "O", "H", "H", "O", "H", "H", "O", "H", "H", "O", "H", "H", "O", "H", "H", "O", "H", "H", "O", "H", "H", "O", "H", "H", "O", "H", "H", "O", "H", "H", "O", "H", "H", "O", "H", "H", "O", "H", "H", "O", "H", "H", "O", "H", "H", "O", "H", "H", "O", "H", "H", "O", "H", "H"], "xyz": [[-3.84141, 2.66565, 0.85326], [-4.62383, 2.06209, -0.35544], [-3.68894, 1.38174, -1.39434], [-2.88465, 0.37042, -0.68467], [-1.60836, 0.26443, -1.30569], [-0.66512, 0.77614, -0.50176], [-0.74148, 0.75517, 0.72623], [0.48471, 1.29809, -1.23177], [0.43518, 2.66035, -1.43585], [0.43392, 3.52134, -0.63267], [0.36735, 3.03180, -2.75440], [-2.98370, 2.03535, 1.14517], [-3.45631, 3.66231, 0.59196], [-4.50777, 2.70745, 1.73072], [-5.15611, 2.89466, -0.86317], [-5.40442, 1.33960, -0.04440], [-2.97606, 2.15611, -1.73780], [-4.22755, 1.00069, -2.28693], [-3.38746, -0.51192, -0.73089], [1.37566, 0.98688, -0.84837], [-2.29270, 0.80832, 3.50042], [-2.06258, -0.02863, 3.07459], [-1.52709, 1.36932, 3.33532], [2.52350, -0.84974, -0.99179], [2.57440, -0.65618, -1.93518], [3.22097, -1.49765, -0.84788], [-1.46072, 5.25255, -1.88757], [-1.39522, 5.41901, -2.83517], [-0.76813, 4.59439, -1.71915], [-6.86743, 2.09834, 2.26273], [-6.47423, 1.73472, 3.06473], [-7.80400, 2.15985, 2.47800], [0.61899, 1.59500, 4.08163], [0.63295, 1.79341, 3.13671], [1.32880, 0.95441, 4.19509], [-3.70508, 4.31886, -3.45732], [-3.04445, 4.44433, -2.75858], [-3.94851, 5.21598, -3.71020], [2.41904, -2.91015, -2.90585], [2.40590, -2.30380, -3.65667], [1.52355, -2.85951, -2.55218], [-0.96007, -1.94536, 2.14782], [-0.94646, -1.73157, 1.20492], [-0.25710, -2.59973, 2.25331], [3.16263, 1.61308, 2.45811], [2.71044, 1.69082, 1.60791], [3.89554, 2.23736, 2.39465], [0.25925, -4.53469, 2.42899], [0.02903, -4.95120, 1.58796], [-0.05258, -5.15785, 3.09798], [2.92110, -5.58237, 1.70737], [3.13972, -4.90591, 1.04946], [2.16345, -5.20756, 2.18343], [5.54968, 0.42940, 0.37548], [5.68593, 1.21137, -0.17014], [4.94128, 0.72847, 1.06468], [3.76860, 3.81413, -0.06896], [3.77314, 4.40827, -0.82873], [2.86601, 3.88141, 0.27138], [-5.73862, 6.04354, -2.54147], [-6.35973, 5.44241, -2.97299], [-6.29397, 6.58952, -1.97622], [4.00874, -3.92141, -0.55162], [3.58309, -3.86709, -1.41866], [4.76088, -3.32310, -0.61777], [1.86765, -0.49931, -4.80715], [2.04699, 0.21868, -5.42242], [1.10972, -0.18595, -4.29332], [5.52931, 6.18515, 0.50118], [5.27877, 6.68842, -0.28098], [5.28283, 5.27642, 0.28388], [-2.42434, 1.77868, -5.03893], [-1.77260, 1.90178, -4.33847], [-2.67191, 2.67775, -5.28247], [-4.03553, 5.91707, 1.45231], [-3.38567, 6.55859, 1.14483], [-4.42735, 6.32827, 2.23028], [0.45857, 2.89441, 6.73242], [0.24592, 2.46280, 5.89109], [0.15468, 2.27067, 7.39886], [-0.23230, -3.65479, 5.13474], [-0.26356, -3.02748, 4.40144], [-1.11492, -3.60832, 5.51691], [0.42505, -4.54252, -1.18606], [0.45331, -4.36701, -2.13250], [1.13087, -5.18339, -1.04695], [2.25761, -7.72894, -0.31355], [1.61325, -7.36758, -0.93180], [2.42354, -7.00398, 0.31374], [3.94142, 1.55612, -2.39010], [4.33868, 1.25159, -1.56807], [3.01981, 1.70683, -2.15624], [-4.49493, -2.16769, -1.19929], [-4.60035, -2.51355, -2.09189], [-4.81989, -2.87341, -0.63011], [-3.95846, 3.51131, 4.32609], [-3.64943, 2.73558, 3.83571], [-3.21608, 4.12194, 4.28435], [2.53567, -10.64961, -0.68091], [3.19745, -10.48777, 0.00678], [2.28598, -9.76396, -0.97418], [-8.21022, 4.05065, -3.20818], [-8.39809, 3.59193, -4.03360], [-8.55029, 3.46079, -2.52683], [3.45893, 7.72728, 0.29179], [3.85278, 7.43571, 1.12395], [2.53477, 7.89250, 0.51016], [4.80011, -10.47696, 1.47053], [5.43542, -11.08069, 1.06662], [5.21721, -9.61049, 1.39642], [-0.19290, -10.78425, 0.78468], [0.04458, -11.65162, 0.44256], [0.58746, -10.24688, 0.60503], [5.63806, 10.36094, -0.59182], [5.45331, 9.92060, -1.42755], [5.28923, 9.75395, 0.07165], [4.74643, -12.25754, -1.86486], [4.13833, -12.88173, -2.27216], [4.17352, -11.69407, -1.32543]], "forces_ev_per_angstrom": [[-0.15, -0.65, -0.25], [0.05, 0.17, -0.36], [0.25, 0.61, 0.96], [-0.67, -0.22, -0.05], [1.51, 1.39, -1.22], [-3.32, -2.28, -0.03], [1.76, 1.13, 1.03], [1.18, -0.16, -1.00], [-0.09, -1.39, -0.27], [0.21, 1.34, 0.69], [0.02, -0.34, 0.13], [-0.38, 0.05, -0.32], [-0.30, -0.25, 0.23], [0.26, 0.42, -0.43], [0.12, -0.43, 0.17], [0.44, 0.30, 0.11], [-0.31, -0.39, -0.02], [0.14, 0.13, 0.34], [0.45, 0.12, -0.17], [-0.23, 0.08, 0.37], [-0.21, 0.04, 0.31], [0.05, 0.15, -0.24], [0.00, -0.26, -0.05], [0.02, 0.40, 0.13], [0.04, -0.09, 0.01], [-0.11, -0.03, 0.09], [0.06, -0.01, -0.30], [0.11, 0.10, 0.06], [-0.18, 0.37, 0.24], [-0.31, -0.12, 0.19], [0.18, 0.09, -0.10], [0.03, 0.03, -0.05], [-0.05, 0.09, 0.00], [-0.02, -0.07, 0.01], [0.00, 0.06, -0.07], [0.42, -0.04, -0.55], [-0.30, -0.10, 0.21], [-0.21, -0.02, 0.28], [-0.14, -0.36, -0.23], [0.11, 0.10, -0.24], [0.17, 0.30, 0.29], [0.10, -0.19, 0.07], [-0.08, 0.46, 0.13], [-0.20, -0.04, -0.13], [0.33, -0.01, -0.39], [-0.11, -0.13, 0.08], [-0.14, 0.12, 0.15], [0.27, -0.60, -0.20], [-0.11, 0.24, -0.06], [-0.04, 0.29, 0.22], [-0.27, -0.11, -0.37], [0.30, 0.11, 0.01], [0.01, 0.02, 0.02], [-0.12, 0.17, -0.12], [0.23, 0.06, 0.16], [-0.08, -0.20, 0.02], [-0.05, -0.04, 0.05], [-0.16, -0.18, -0.10], [0.01, 0.11, -0.01], [-0.23, 0.28, -0.15], [0.03, -0.20, 0.16], [0.07, -0.04, 0.02], [-0.03, 0.05, -0.07], [-0.09, 0.15, -0.08], [0.05, -0.12, 0.12], [-0.19, -0.02, 0.27], [0.09, -0.06, 0.03], [-0.03, -0.02, -0.03], [0.47, -0.22, -0.13], [-0.02, 0.03, 0.07], [-0.06, 0.03, 0.31], [0.31, 0.09, -0.31], [-0.21, -0.17, 0.20], [-0.17, -0.01, 0.25], [0.03, 0.34, 0.10], [-0.01, -0.10, -0.09], [-0.02, -0.14, 0.01], [-0.07, -0.14, 0.08], [0.14, 0.08, -0.14], [-0.02, 0.07, -0.02], [-0.10, -0.07, -0.04], [-0.04, 0.03, 0.06], [0.05, 0.06, 0.00], [0.07, -0.15, 0.05], [-0.19, -0.18, 0.00], [0.09, 0.15, 0.01], [-0.23, 0.20, -0.24], [-0.01, -0.13, 0.01], [0.21, -0.05, 0.37], [0.05, 0.10, -0.16], [-0.16, -0.20, 0.04], [0.02, 0.01, -0.07], [-0.24, -0.37, -0.07], [0.09, 0.13, -0.01], [0.05, 0.09, 0.07], [0.05, -0.04, 0.08], [0.01, -0.06, 0.01], [-0.04, -0.04, -0.06], [0.06, -0.15, -0.01], [-0.07, 0.16, 0.31], [0.21, 0.05, 0.10], [-0.17, 0.01, -0.09], [0.10, 0.04, 0.01], [0.18, 0.05, 0.07], [-0.42, 0.36, 0.22], [0.13, -0.22, -0.17], [0.02, 0.09, -0.17], [0.04, -0.01, -0.29], [-0.04, -0.03, 0.05], [-0.09, 0.01, 0.06], [-0.11, 0.04, 0.04], [0.07, 0.08, -0.01], [0.05, -0.13, -0.01], [0.02, -0.10, 0.01], [-0.02, 0.04, 0.04], [-0.07, 0.03, -0.06], [0.14, -0.07, 0.16], [0.01, 0.05, 0.03], [-0.20, 0.01, -0.32]], "lowdin_charge": [-0.102, -0.229, -0.233, -0.115, -0.002, -0.624, -0.025, 0.123, -0.521, 0.159, 0.078, 0.044, 0.051, 0.036, 0.093, 0.086, 0.087, 0.103, 0.056, 0.087, -0.066, 0.012, 0.002, -0.052, 0.017, 0.022, -0.055, 0.042, -0.007, -0.053, 0.040, 0.028, -0.050, 0.035, 0.049, -0.070, -0.004, 0.017, -0.051, 0.025, 0.033, -0.059, 0.035, -0.010, -0.035, 0.035, 0.043, -0.051, 0.058, 0.065, -0.063, 0.006, 0.014, -0.046, 0.024, 0.013, -0.049, 0.054, 0.042, -0.063, 0.009, 0.037, -0.042, 0.014, 0.054, -0.050, 0.048, 0.048, -0.069, 0.024, 0.007, -0.077, 0.008, 0.013, -0.051, 0.033, 0.032, -0.077, -0.007, 0.026, -0.054, 0.018, 0.044, -0.029, 0.033, 0.014, -0.049, 0.035, 0.008, -0.045, -0.003, 0.004, -0.047, 0.043, 0.041, -0.071, -0.001, 0.030, -0.063, 0.014, 0.024, -0.047, 0.041, 0.045, -0.070, 0.037, 0.050, -0.044, 0.048, 0.055, -0.069, 0.027, 0.001, -0.064, 0.030, 0.015, -0.072, 0.032, -0.016], "spin_multiplicity": 1, "homo_ha": -0.1444, "e_lumo_ev": 1.473, "homo_lumo_gap_ev": 5.4, "total_charge": -1, "max_force_ev_per_a": 4.024}